{"formula": "C9H21FeN2OP", "method": "ωB97M-V with the def2-TZVPD basis set", "species": ["Fe", "H", "H", "P", "C", "H", "H", "H", "C", "H", "H", "H", "C", "H", "H", "H", "C", "O", "H", "H", "C", "C", "C", "C", "N", "N", "C", "H", "H", "H", "H", "H", "H", "H", "H"], "xyz": [[0.040, 0.030, -0.324], [0.696, 2.575, -0.176], [0.778, 2.510, -0.933], [-0.517, -0.536, -2.482], [0.789, -1.416, -3.367], [0.480, -1.527, -4.412], [1.721, -0.848, -3.299], [0.939, -2.397, -2.908], [-2.030, -1.370, -2.985], [-2.915, -0.821, -2.627], [-2.054, -1.432, -4.085], [-2.059, -2.383, -2.552], [-0.562, 1.063, -3.352], [0.407, 1.569, -3.233], [-0.782, 0.870, -4.411], [-1.345, 1.696, -2.912], [1.652, -0.656, -0.523], [2.737, -1.079, -0.456], [-1.317, 0.302, -1.030], [-0.398, -1.470, -0.789], [2.232, 1.373, 4.230], [1.153, 0.800, 3.418], [-0.102, 0.262, 3.757], [-0.743, -0.130, 2.566], [0.081, 0.190, 1.519], [1.210, 0.733, 2.080], [-2.049, -0.802, 2.436], [1.886, 2.247, 4.820], [2.617, 0.608, 4.930], [3.063, 1.685, 3.565], [-0.471, 0.145, 4.741], [1.990, 1.102, 1.532], [-2.048, -1.721, 3.038], [-2.828, -0.147, 2.849], [-2.250, -1.021, 1.374]], "nbo_charge": [0.6203, -0.0107, 0.0201, 0.9928, -1.0012, 0.2136, 0.2389, 0.2430, -0.9836, 0.2513, 0.2243, 0.2491, -0.9835, 0.2304, 0.2097, 0.2433, 0.3292, -0.5613, -0.3228, -0.2978, -0.6507, 0.2041, -0.3488, 0.2296, -0.4347, -0.3224, -0.6614, 0.2417, 0.2424, 0.2229, 0.2265, 0.4250, 0.2329, 0.2321, 0.2558], "e_homo_ev": [-3.937, -7.287], "s_squared": 6.06, "molar_mass_g_mol": 260.099, "total_charge": 0, "lumo_ev": [0.58, 0.47], "multiplicity": 5, "e_tot_ev": -58371.0589}



{"formula": "C31H36Cl2N2O9PW", "method": "ωB97M-V with the def2-TZVPD basis set", "species": ["W", "O", "C", "C", "C", "C", "C", "C", "C", "N", "C", "C", "N", "C", "C", "C", "C", "C", "C", "C", "O", "H", "H", "H", "H", "H", "H", "H", "H", "H", "H", "H", "H", "H", "H", "Cl", "C", "Cl", "H", "H", "C", "C", "O", "P", "O", "C", "C", "O", "C", "C", "H", "H", "H", "H", "H", "H", "H", "H", "H", "H", "H", "H", "H", "H", "H", "O", "C", "O", "C", "C", "C", "C", "O", "C", "O", "C", "C", "H", "H", "H", "H", "H"], "xyz": [[0.453, -1.224, -0.503], [0.074, -2.961, 0.184], [-0.562, -3.052, 1.357], [-1.625, -3.939, 1.540], [-2.317, -3.963, 2.738], [-1.940, -3.145, 3.804], [-0.839, -2.331, 3.688], [-0.121, -2.261, 2.477], [1.184, -1.705, 2.392], [1.731, -1.422, 1.238], [3.177, -1.575, 1.078], [3.275, -2.239, -0.308], [2.592, -1.249, -1.156], [3.329, -0.734, -2.107], [3.232, 0.609, -2.600], [3.854, 0.973, -3.809], [3.995, 2.299, -4.165], [3.567, 3.296, -3.299], [2.970, 2.963, -2.086], [2.763, 1.642, -1.760], [2.223, 1.254, -0.506], [-1.903, -4.586, 0.721], [-3.165, -4.622, 2.842], [-2.493, -3.174, 4.729], [-0.526, -1.719, 4.519], [1.790, -1.680, 3.301], [3.618, -2.198, 1.862], [3.682, -0.602, 1.063], [2.746, -3.207, -0.297], [4.315, -2.398, -0.612], [4.198, -1.292, -2.465], [4.223, 0.194, -4.461], [4.464, 2.560, -5.101], [3.707, 4.337, -3.547], [2.688, 3.741, -1.395], [1.148, -3.709, -2.329], [0.324, -2.114, -2.506], [-0.121, 0.735, -1.833], [-0.656, -2.361, -2.944], [0.872, -1.614, -3.325], [2.863, 4.874, 1.804], [3.352, 3.453, 1.643], [2.254, 2.482, 1.668], [1.340, 2.133, 0.482], [0.378, 1.006, 1.028], [-0.751, 1.476, 1.897], [-0.299, 2.251, 3.109], [0.655, 3.403, -0.016], [-0.218, 3.884, -1.109], [-0.054, 5.385, -1.161], [3.712, 5.547, 1.701], [2.427, 5.021, 2.788], [2.124, 5.132, 1.049], [3.976, 3.154, 2.485], [3.908, 3.322, 0.713], [-1.268, 0.553, 2.183], [-1.413, 2.072, 1.265], [0.480, 1.719, 3.647], [-1.154, 2.365, 3.775], [0.057, 3.244, 2.848], [-1.241, 3.605, -0.856], [0.078, 3.392, -2.033], [-0.301, 5.835, -0.203], [-0.737, 5.789, -1.904], [0.956, 5.668, -1.440], [-2.635, -0.733, 1.742], [-2.476, -1.131, 0.606], [-1.279, -0.914, -0.001], [-3.482, -1.871, -0.153], [-3.098, -2.717, -1.200], [-4.017, -3.497, -1.884], [-5.342, -3.380, -1.503], [-6.414, -3.996, -1.992], [-7.531, -3.544, -1.246], [-7.063, -2.632, -0.273], [-5.736, -2.533, -0.438], [-4.825, -1.780, 0.260], [-2.041, -2.806, -1.432], [-3.726, -4.170, -2.673], [-8.021, -4.398, -0.757], [-8.252, -3.052, -1.915], [-5.115, -1.141, 1.077]], "lowdin_charge": [1.7481, -0.2509, -0.2814, 0.0341, 0.0171, -0.0069, 0.0163, -0.1385, -0.0050, -0.1053, -0.1240, -0.1780, -0.1461, -0.0183, -0.1367, 0.0318, -0.0128, 0.0128, -0.0033, -0.2339, -0.2056, 0.1411, 0.1351, 0.1327, 0.1366, 0.1735, 0.1468, 0.1328, 0.0902, 0.1440, 0.1649, 0.1386, 0.1320, 0.1344, 0.1100, 0.6215, -0.6715, 0.3870, 0.0345, 0.0264, -0.0370, -0.1739, -0.1391, 0.5002, -0.2974, -0.1708, -0.0399, -0.1573, -0.2003, -0.0382, 0.1040, 0.0958, 0.0620, 0.1388, 0.1166, 0.0918, 0.1331, 0.0920, 0.1099, 0.0774, 0.1278, 0.0835, 0.0958, 0.1038, 0.0824, 0.1138, -0.4475, -0.2851, -0.1265, -0.0100, 0.0626, -0.1628, 0.1148, -0.0828, 0.0978, -0.1641, 0.1119, 0.0831, 0.1373, 0.1629, 0.1639, 0.1457], "e_homo_ev": [-15.420, -14.682], "molar_mass_g_mol": 866.354, "total_charge": 3, "lumo_ev": [-10.42, -11.59], "de_lowest_kcal_mol": 78.4, "e_tot_ev": -90273.7122}